Entry 1:
The following is a DFT calculation (ωB97M-V/def2-TZVPD) of a cluster of 2 separate species, C5H8O in total.

For the highest occupied orbital energy, the calculation gives -9.04 eV. The SMILES is C=C=C=CCO.[H][H]. For the orbital gap, the calculation gives 9.382 eV. For the LUMO energy, the calculation gives 0.0127 hartree. The net charge is 0.

Each line ends with the Löwdin charge.
Positions of all 14 atoms, in Å:
C 2.7049 0.0922 -0.2915  0.003
C 1.5116 -0.4438 -0.1892  -0.138
C 0.2980 -0.8303 -0.2052  -0.090
C -1.0081 -0.9630 -0.2610  -0.084
C -1.9218 -0.2425 0.7000  -0.283
O -1.2455 0.5498 1.6384  -0.063
H 3.0313 0.8670 0.3974  0.062
H 3.3839 -0.1944 -1.0885  0.060
H -1.4735 -1.5698 -1.0358  0.111
H -2.5649 0.4336 0.1216  0.122
H -2.5869 -0.9760 1.1857  0.118
H -0.4590 0.0605 1.9166  0.084
H 0.5205 1.7116 -1.4697  0.049
H -0.1904 1.5052 -1.4187  0.048

Atoms 1-2, force components in eV/Å:
-0.0603 -0.0731 0.0058
-0.1699 0.0183 -0.0603

Entry 2:
The following is a DFT calculation (ωB97M-V/def2-TZVPD) of an isolated molecule of FNO4S.

For the highest occupied orbital energy, the calculation gives -11.51 eV. The SMILES is O=NOS(=O)(=O)F. For the orbital gap, the calculation gives 10.453 eV. For the LUMO energy, the calculation gives -0.0387 hartree. The net charge is 0.

Each line ends with the Löwdin charge.
Positions of all 7 atoms, in Å:
O -1.0835 -1.5293 0.6508  0.058
N -0.3405 -0.9731 1.4031  -0.088
O 0.5678 -0.2210 0.8666  -0.163
S 0.3235 0.7223 -0.6012  0.718
O -0.9362 1.3266 -0.5645  -0.191
O 1.6094 1.3772 -0.8317  -0.219
F 0.1761 -0.4068 -1.6620  -0.115

Atoms 1-2, force components in eV/Å:
0.6892 1.0820 0.8447
-2.9386 -3.0771 0.2664

Entry 3:
The following is a DFT calculation (ωB97M-V/def2-TZVPD) of a structure of composition C16H18N4STeW.

For the highest occupied orbital energy (spin up / spin down), the calculation gives -21.36 / -21.38 eV. For the orbital gap (spin up / spin down), the calculation gives 5.670 / 5.977 eV. For the LUMO energy (spin up / spin down), the calculation gives -0.5765 / -0.5660 hartree. The net charge is +4.

Each line ends with the Löwdin charge.
Positions of all 41 atoms, in Å:
W -0.1655 0.0036 -0.0325  0.930
C -4.1967 -0.7481 -1.8261  0.057
C -2.7684 -0.5703 -1.4825  -0.174
N -2.2160 -0.6858 -0.3139  -0.107
N -2.9425 -1.1211 0.7766  0.058
C -2.2600 -1.5720 1.8350  -0.632
N -2.8458 -2.1349 2.8501  0.231
S -0.5033 -1.4095 1.8222  0.830
C -1.7742 -0.2651 -2.5367  -0.184
C -2.0800 -0.1765 -3.8688  0.087
C -1.0466 0.0025 -4.8047  0.091
C 0.2617 0.0717 -4.3634  0.054
C 0.5139 -0.0195 -3.0037  -0.031
N -0.4743 -0.1749 -2.0924  -0.089
H -4.8630 -0.8791 -0.9777  0.099
H -4.3145 -1.6112 -2.4906  0.145
H -4.5453 0.1293 -2.3794  0.137
H -3.9392 -1.2816 0.6688  0.179
H -3.8479 -2.3038 2.8980  0.176
H -2.3096 -2.4630 3.6482  0.160
H -3.1045 -0.2555 -4.2086  0.151
H -1.2782 0.0694 -5.8618  0.161
H 1.0882 0.1890 -5.0528  0.155
H 1.5297 0.0276 -2.6314  0.134
C 0.9803 1.8518 2.5832  -0.245
Te -0.4112 2.3524 0.7544  1.237
C 1.7777 -0.3123 0.5794  -0.260
C 2.6681 0.2722 1.5272  -0.235
C 3.9715 -0.2509 1.6249  0.059
C 4.9590 0.4523 2.2986  0.040
C 4.6677 1.6873 2.8607  0.067
C 3.3658 2.2069 2.8247  0.054
C 2.3433 1.4834 2.2295  -0.256
H 0.3779 1.0648 3.0239  0.045
H 0.8825 2.7917 3.1251  0.087
H 1.5399 0.5516 -0.3105  0.063
H 2.1703 -1.2421 0.1441  0.126
H 4.2246 -1.1720 1.1126  0.147
H 5.9663 0.0580 2.3436  0.150
H 5.4464 2.2502 3.3616  0.153
H 3.1519 3.1330 3.3449  0.150

Atoms 1-2, force components in eV/Å:
-0.7493 0.0511 0.4051
-0.0374 -0.0581 0.0370

Entry 4:
The following is a DFT calculation (ωB97M-V/def2-TZVPD) of a cluster of 2 separate species, C20H18ClN2O5S in total.

For the highest occupied orbital energy, the calculation gives -3.14 eV. For the orbital gap, the calculation gives 3.966 eV. For the LUMO energy, the calculation gives 0.0303 hartree. The net charge is -1.

Each line ends with the Löwdin charge.
Positions of all 47 atoms, in Å:
N -6.7121 -0.1009 3.0665  0.127
C -5.5544 -0.1088 2.8886  -0.184
C -4.1295 -0.1178 2.6584  -0.247
C -3.4192 -1.3239 2.6528  -0.031
C -2.0420 -1.3336 2.4174  -0.040
C -1.3676 -0.1338 2.1850  -0.245
S 0.4114 -0.1544 1.7789  0.554
C 1.2684 0.1821 3.2265  -0.886
Cl 2.8692 -0.0826 3.3435  0.752
O 0.6553 -1.5112 1.3459  -0.384
O 0.5581 0.9373 0.8349  -0.373
C -2.0671 1.0738 2.1900  -0.041
C -3.4437 1.0813 2.4299  -0.030
H -3.9425 -2.2668 2.8211  0.116
H -1.5070 -2.2805 2.3924  0.114
H 0.7329 0.4056 4.1404  -0.004
H -1.5539 2.0119 1.9860  0.117
H -3.9849 2.0296 2.4243  0.116
C 7.2373 -1.4128 -1.3568  -0.081
C 6.2607 -1.9209 -0.3084  -0.378
C 5.1361 -2.7080 -0.9583  -0.067
C 5.6600 -0.7291 0.5075  -0.372
C 5.6547 -0.8542 1.9535  -0.033
C 5.2803 0.1949 2.7563  -0.201
C 5.7402 0.2728 4.1425  -0.237
C 6.0205 1.5233 4.7503  -0.007
C 6.4075 1.6012 6.0768  0.011
C 6.5193 0.4119 6.8246  -0.169
N 6.7643 0.4785 8.2231  -0.329
O 6.7916 -0.5898 8.8770  0.037
O 6.9245 1.6023 8.7509  0.038
C 6.2945 -0.8454 6.2331  0.016
C 5.9256 -0.9087 4.8984  -0.018
O 5.1989 0.2638 -0.0525  0.071
H 8.0840 -0.9008 -0.8913  0.079
H 7.6312 -2.2432 -1.9478  0.073
H 6.7175 -0.7194 -2.0239  0.082
H 6.7946 -2.5638 0.4033  0.123
H 4.4603 -3.1359 -0.2102  0.086
H 4.5661 -2.0370 -1.6112  0.091
H 5.5462 -3.5214 -1.5648  0.075
H 6.0286 -1.7915 2.3713  0.103
H 4.8582 1.0952 2.3089  0.104
H 5.9185 2.4359 4.1624  0.122
H 6.6441 2.5444 6.5608  0.116
H 6.4283 -1.7482 6.8248  0.118
H 5.7331 -1.8832 4.4449  0.114

Atoms 1-2, force components in eV/Å:
2.4423 -0.0176 -0.3602
-2.1705 0.0097 0.3123

Number 1: energy -270.4076 a.u.. Number 2: energy -853.6347 a.u.. Number 3: energy -1571.1764 a.u.. Number 4: energy -2116.8700 a.u..